DFT (ωB97M-V/def2-TZVPD) results for a cluster of 2 separate species, C58H73N4O2 in total.

Results
E_LUMO (eV): -5.451
Highest occupied orbital energy (eV): -9.4
Relative energy (zero: lowest compared OMol25 entry of this formula, charge and spin) (kJ/mol): 0.0
Net charge: +1

Element x y z (Å)
C -1.79819 -2.19671 -0.13718
C -3.14876 -1.76819 0.40096
C -4.20023 -2.05463 -0.68312
C -3.51056 -2.63483 1.61464
C -3.07614 -0.26134 0.76265
C -3.66867 0.64510 -0.12383
C -3.73242 2.00035 0.18177
C -3.33349 2.44173 1.43615
C -2.79863 1.57345 2.38911
C -2.70179 2.08989 3.86190
C -1.26096 2.11865 4.35515
C -3.59101 1.24530 4.78812
C -3.20173 3.53808 3.99224
C -2.42944 0.26610 1.92208
N -1.27933 -0.40537 2.47633
C -1.28641 -1.09316 3.76582
C 0.15872 -1.40888 4.03055
N 0.89532 -0.90298 2.86662
C 2.32557 -1.21059 2.81334
C 2.76697 -2.54207 2.52501
C 1.92486 -3.82294 2.22269
C 2.65426 -4.71750 1.20126
C 0.57369 -3.56182 1.59429
C 1.77467 -4.63285 3.51747
C 4.13709 -2.81607 2.56650
C 5.06784 -1.80577 2.66981
C 4.64204 -0.54449 3.05704
C 3.29623 -0.24444 3.26935
C 3.01361 1.07800 4.06484
C 4.27205 1.95639 4.17210
C 2.58365 0.78345 5.50812
C 1.99816 1.95307 3.35069
C 0.00222 -0.37758 1.92681
C 0.21671 0.18299 0.65418
C 1.52523 0.32648 0.06504
C 2.21773 -0.79274 -0.47709
C 3.58361 -0.73189 -0.65996
C 4.23493 0.47675 -0.31386
N 5.54568 0.40856 0.23934
O 6.00589 1.44052 0.79048
O 6.15774 -0.68360 0.20880
C 3.52950 1.68533 -0.14264
C 2.16516 1.60546 0.01582
H -1.06222 -2.06955 0.65007
H -1.81148 -3.24997 -0.45446
H -1.46904 -1.56429 -0.97218
H -5.19301 -1.71504 -0.35903
H -3.94731 -1.59655 -1.64592
H -4.25418 -3.13635 -0.86484
H -4.28016 -2.15050 2.22881
H -3.90463 -3.60176 1.28000
H -2.64177 -2.84916 2.24518
H -4.11936 0.30531 -1.05842
H -4.12562 2.70343 -0.55412
H -3.48520 3.49511 1.66923
H -0.67040 2.82255 3.75496
H -1.23921 2.45018 5.40209
H -0.77866 1.14229 4.30633
H -4.63422 1.57229 4.69438
H -3.56225 0.17496 4.55983
H -3.28668 1.38930 5.83431
H -4.22247 3.65836 3.61238
H -3.21514 3.82805 5.05349
H -2.53634 4.23676 3.47320
H -1.72521 -0.47657 4.55928
H -1.89334 -2.00985 3.73841
H 0.53062 -0.90786 4.93326
H 0.33110 -2.48443 4.16471
H 3.51580 -5.23350 1.63626
H 1.97559 -5.49574 0.83002
H 2.98505 -4.13026 0.33696
H -0.07354 -2.97601 2.24623
H 0.70599 -3.04848 0.63681
H 0.05982 -4.51884 1.40117
H 1.31141 -4.05363 4.32393
H 1.15702 -5.52417 3.34119
H 2.75967 -4.95946 3.87471
H 4.50339 -3.83916 2.46871
H 6.12497 -2.00547 2.52237
H 5.41967 0.18542 3.27299
H 4.70384 2.14220 3.18053
H 4.01382 2.93319 4.60477
H 5.02902 1.50774 4.82651
H 1.63328 0.24651 5.57134
H 3.34983 0.18075 6.01400
H 2.47021 1.72195 6.06871
H 1.07582 1.41029 3.12855
H 1.75851 2.83257 3.97203
H 2.40795 2.30709 2.39478
H -0.61568 0.74165 0.24470
H 1.64898 -1.69336 -0.71046
H 4.18100 -1.58956 -0.96560
H 4.10126 2.60842 -0.08752
H 1.58034 2.51597 0.18465
C -3.15413 1.81233 -5.31421
C -2.58815 2.99421 -4.52402
C -3.03303 4.29721 -5.19780
C -3.09494 2.95762 -3.09104
C -1.07215 2.88922 -4.51039
N -0.32853 3.62174 -5.35412
C 1.00273 3.21927 -5.34058
C 1.11533 2.18110 -4.39759
C 2.26239 1.38448 -4.41518
C 3.22894 1.61007 -5.40203
C 3.07879 2.63428 -6.35197
C 1.95394 3.46750 -6.31954
C -0.22044 1.94538 -3.84903
C -0.61643 0.77838 -3.12861
C -0.82028 -0.43285 -3.88079
C -0.12112 -0.72286 -5.09564
C -0.17840 -1.96827 -5.69577
C -0.92926 -3.00230 -5.12266
C -0.84348 -4.38535 -5.68863
C -1.76648 -2.70166 -4.02953
C -1.75257 -1.43104 -3.47151
H -2.93914 0.85898 -4.81911
H -4.24230 1.91577 -5.40904
H -2.73670 1.77784 -6.32782
H -2.58682 5.16934 -4.70958
H -2.80202 4.31193 -6.27056
H -4.12215 4.38740 -5.10367
H -2.62343 3.75461 -2.50047
H -4.18325 3.10521 -3.07936
H -2.86451 2.00012 -2.61030
H -0.67697 4.35288 -5.96292
H 2.36336 0.58619 -3.67804
H 4.10317 0.95778 -5.45590
H 3.82843 2.76311 -7.13906
H 1.78136 4.25909 -7.04485
H -0.87302 0.82821 -2.07391
H 0.54602 0.02126 -5.53527
H 0.40483 -2.14553 -6.60765
H -1.16643 -5.11287 -4.94053
H -1.48973 -4.49001 -6.57031
H 0.17831 -4.63080 -6.00192
H -2.41186 -3.48575 -3.61632
H -2.44812 -1.17130 -2.67142

Force components x, y, z for each atom (eV/Å):
0.412 -0.226 0.018
0.270 0.168 -0.208
-0.224 0.042 0.099
-0.097 -0.018 0.258
0.155 0.057 -0.023
-0.343 0.326 0.231
0.269 -0.161 -0.250
-0.557 0.012 -0.104
0.200 0.087 -0.072
0.376 0.135 -0.425
0.400 -0.055 0.146
-0.288 -0.218 -0.051
-0.113 0.121 0.046
0.021 0.432 -0.433
-0.510 -0.773 0.880
-0.940 -0.141 0.180
0.915 -0.035 0.430
-0.363 -0.191 -0.214
0.236 -0.111 0.246
-0.218 0.020 0.043
0.174 0.115 0.042
0.147 -0.190 -0.151
-0.403 -0.056 0.077
0.025 -0.095 0.232
0.264 0.090 -0.292
-0.100 -0.014 0.351
0.221 -0.102 0.161
-0.249 0.066 -0.108
0.137 0.108 -0.517
0.271 0.012 -0.006
-0.060 -0.278 0.108
-0.567 0.211 -0.229
0.446 0.946 -1.629
-0.670 -0.712 2.187
1.192 0.457 -0.802
-0.456 0.756 0.161
0.742 0.713 0.403
-1.312 -0.343 0.174
2.942 0.049 0.409
-0.788 -1.994 -1.023
-1.076 2.052 -0.080
0.432 -0.797 -0.277
-0.576 -0.541 -0.309
-0.097 -0.162 -0.348
0.002 0.174 0.020
-0.065 -0.233 0.246
0.145 -0.048 -0.248
-0.260 -0.014 0.229
0.056 0.216 0.152
0.114 -0.129 -0.080
0.078 0.155 0.058
-0.181 0.118 -0.183
0.135 0.074 0.379
0.062 -0.155 0.291
0.005 -0.409 0.027
-0.099 -0.195 0.152
0.042 -0.003 -0.201
0.052 0.331 0.038
0.150 -0.153 0.020
-0.043 0.219 0.072
-0.079 -0.017 -0.241
0.162 0.005 0.087
0.062 -0.176 -0.263
-0.147 -0.048 0.046
0.239 -0.151 -0.253
0.138 0.229 -0.076
-0.219 -0.270 -0.226
-0.100 0.350 -0.051
-0.149 0.092 -0.210
0.053 0.136 0.151
0.039 -0.088 0.118
-0.038 -0.108 -0.282
-0.138 -0.025 0.219
0.190 0.293 0.035
0.109 -0.182 -0.144
0.147 0.143 0.012
-0.214 0.048 -0.029
-0.207 0.443 -0.141
-0.151 0.021 0.151
-0.351 -0.171 -0.103
0.016 -0.005 0.223
-0.087 -0.291 -0.069
-0.048 0.108 -0.182
0.237 0.196 0.025
-0.182 0.084 -0.078
0.045 -0.165 -0.191
0.221 0.326 0.099
0.044 -0.273 -0.206
-0.075 -0.053 0.358
-0.094 0.046 0.112
0.239 0.152 0.272
-0.162 0.161 0.277
-0.266 -0.159 0.258
0.160 -0.428 0.128
-0.160 -0.187 -0.225
0.361 0.053 -0.017
-0.166 0.079 0.089
-0.049 0.241 0.199
0.265 -1.346 1.298
0.895 0.571 -0.345
-0.714 -0.504 -0.164
-0.607 -0.352 -0.778
0.746 0.051 -0.053
-0.258 -0.222 0.571
-0.453 0.557 -0.091
0.846 -0.187 0.024
0.450 2.313 -1.092
-1.146 -1.510 -1.797
0.252 0.123 0.545
0.393 0.179 -0.465
0.202 0.728 0.079
-0.105 -0.007 0.060
-0.054 -0.157 0.149
-0.114 0.415 -0.010
0.289 -0.490 0.849
-0.093 0.168 -0.125
0.175 -0.049 0.067
-0.041 -0.012 0.160
-0.048 -0.047 -0.099
-0.018 0.008 0.189
0.227 -0.002 -0.062
-0.178 -0.180 -0.055
0.219 -0.133 0.086
-0.092 0.082 -0.003
-0.044 -0.288 0.287
0.149 0.069 -0.266
-0.264 0.244 0.082
-0.292 -0.014 0.375
0.177 -0.195 0.003
-0.477 -0.181 0.062
-0.259 -0.174 0.237
-0.223 0.014 0.472
0.011 -0.005 -0.172
0.075 0.077 0.161
-0.222 0.135 0.071
0.157 0.440 -0.197
0.361 -0.236 -0.230